Record 1
Entry from OMol25: a molecular structure, C12H10CaF6N4O5S3 (ωB97M-V/def2-TZVPD).

Values from the calculation:
Max |F| ... 0.0303 hartree/bohr
Molar mass ... 540.50 g mol⁻¹
DFT total energy ... -96051.693 eV

ORCA input file:
```
! wB97M-V def2-TZVPD RIJCOSX def2/J DEFGRID3
* xyz -1 2
Ca -0.708 1.155 2.393
F -1.325 -3.891 -1.229
C -1.334 -2.559 -1.486
F -0.385 -2.237 -2.411
F -2.542 -2.209 -1.955
S -0.395 -1.194 0.713
O -1.806 -0.909 1.314
O 0.568 -1.242 1.907
N -0.119 0.153 -0.228
S 1.288 2.710 0.923
O -0.146 3.151 1.019
O 1.634 2.016 2.231
C 3.185 2.234 -1.163
F 3.986 2.469 -0.101
F 4.013 1.738 -2.134
F 2.895 3.521 -1.574
C 2.143 0.102 -5.543
C 1.385 0.773 -4.462
C 0.407 1.751 -4.764
C -0.201 2.361 -3.688
N 0.076 2.033 -2.422
C 1.004 1.111 -2.267
S 1.466 0.763 -0.554
N 1.667 0.425 -3.201
H 1.895 0.504 -6.529
H 1.901 -0.968 -5.509
H 3.208 0.247 -5.364
H 0.187 2.016 -5.782
H -0.940 3.130 -3.863
O -1.378 0.963 4.742
N -1.659 -0.315 4.805
C -0.686 -1.218 4.991
C -0.918 -2.564 4.775
C -2.176 -2.979 4.392
C -3.228 -2.056 4.422
C -2.946 -0.718 4.626
H 0.306 -0.790 5.131
H -0.090 -3.264 4.808
H -2.348 -4.000 4.142
H -4.252 -2.323 4.290
H -3.634 0.110 4.602
*
```

***

Record 2
Entry from OMol25: C12H10Cl2N2O in the gas phase (ωB97M-V/def2-TZVPD).

Values from the calculation:
Max |F| ... 0.3750 hartree/bohr
SMILES ... Oc1c(Cl)cc(Cl)cc1CNc1ccccn1
Molar mass ... 269.13 g mol⁻¹
DFT total energy ... -42669.633 eV

ORCA input file:
```
! wB97M-V def2-TZVPD RIJCOSX def2/J DEFGRID3
* xyz 0 1
O 0.975 -1.843 -0.392
C 2.075 -0.980 -0.250
C 3.367 -1.297 0.071
Cl 3.595 -3.073 0.223
C 4.286 -0.518 0.301
C 3.984 0.691 0.057
Cl 5.157 2.061 0.664
C 2.635 1.223 -0.079
C 1.580 0.276 -0.196
C 0.255 0.872 -0.829
N -0.654 0.695 0.336
C -1.881 0.300 0.329
C -2.689 0.550 -0.950
C -3.998 0.333 -0.759
C -4.555 -0.453 0.254
C -3.852 -0.340 1.359
N -2.518 0.054 1.475
H 1.270 -2.931 -0.357
H 5.214 -0.659 0.350
H 2.489 2.481 -0.161
H 0.243 1.903 -1.095
H -0.206 0.347 -1.393
H -0.201 0.425 1.414
H -2.298 0.954 -1.581
H -4.594 0.237 -1.623
H -5.660 -0.585 0.499
H -4.021 -0.722 2.333
*
```

***

Record 3
Entry from OMol25: a molecular structure, C12H11AsCl3NOPtS4SeSi (ωB97M-V/def2-TZVPD).

Values from the calculation:
Max |F| ... 0.0055 hartree/bohr
Energy relative to the best compared isomer or geometry (same formula, charge and spin) ... 0.0 kcal per mole
Molar mass ... 796.90 g mol⁻¹
DFT total energy ... -234379.184 eV

ORCA input file:
```
! wB97M-V def2-TZVPD RIJCOSX def2/J DEFGRID3
* xyz -2 5
Pt 1.153 0.120 -1.089
Cl 5.665 0.396 4.988
C 4.872 0.202 3.432
C 3.502 0.346 3.335
C 2.886 0.192 2.108
Cl 1.159 0.352 2.033
C 3.590 -0.103 0.912
O 3.077 -0.255 -0.256
C 4.990 -0.243 1.095
Cl 5.950 -0.617 -0.306
C 5.624 -0.097 2.311
H 2.906 0.574 4.208
H 6.697 -0.213 2.377
S 0.580 3.919 -4.146
As 1.865 2.724 -2.919
S 1.644 0.561 -3.314
S 1.693 2.757 -0.809
S 3.542 3.602 -3.902
C -4.718 1.213 0.237
Si -3.766 -0.281 -0.375
C -4.391 -0.747 -2.069
C -4.043 -1.704 0.796
C -2.006 0.093 -0.485
C -0.816 0.171 -0.753
H -5.790 1.000 0.305
H -4.574 2.059 -0.439
H -4.362 1.514 1.226
H -5.462 -0.978 -2.046
H -3.846 -1.625 -2.422
H -4.223 0.066 -2.779
H -5.099 -1.991 0.835
H -3.718 -1.439 1.806
H -3.452 -2.558 0.457
Se 1.175 -2.593 -1.315
C -0.597 -3.049 -1.465
N -1.706 -3.370 -1.570
*
```

***

Record 4
Entry from OMol25: C12H11Cl2N3O in the gas phase (ωB97M-V/def2-TZVPD).

Values from the calculation:
Max |F| ... 0.0110 hartree/bohr
SMILES ... C[C@@H](Oc1ccc(Cl)cc1Cl)c1ccnc(N)n1
Energy relative to the best compared isomer or geometry (same formula, charge and spin) ... 0.0 kcal per mole
Molar mass ... 284.15 g mol⁻¹
DFT total energy ... -44185.934 eV

ORCA input file:
```
! wB97M-V def2-TZVPD RIJCOSX def2/J DEFGRID3
* xyz 0 1
C -2.870 1.343 -0.467
C -1.598 0.925 0.272
O -1.682 -0.476 0.436
C -0.647 -1.144 0.986
C 0.425 -0.572 1.665
C 1.426 -1.356 2.211
C 1.365 -2.733 2.089
Cl 2.614 -3.716 2.763
C 0.306 -3.337 1.428
C -0.685 -2.543 0.884
Cl -2.004 -3.273 0.055
C -0.384 1.335 -0.533
C 0.073 2.651 -0.533
C 1.184 2.910 -1.321
N 1.789 1.979 -2.033
C 1.272 0.748 -1.968
N 1.858 -0.214 -2.701
N 0.207 0.392 -1.244
H -3.741 1.038 0.107
H -2.899 0.850 -1.435
H -2.888 2.419 -0.609
H -1.567 1.421 1.255
H 0.492 0.499 1.769
H 2.251 -0.894 2.729
H 0.253 -4.409 1.333
H -0.405 3.419 0.052
H 1.615 3.901 -1.384
H 1.535 -1.159 -2.608
H 2.705 -0.002 -3.196
*
```